Density functional theory data (ωB97M-V with the def2-TZVPD basis set) for a 12-piece molecular cluster, C43H115N5O13 overall.

Summary:
Frontier orbital gap in eV: 8.98
F_max in eV/Å: 3.3
Calculated total energy in Ha: -2958.8412
2S+1: 1
HOMO level in eV: -8.741
E_LUMO in eV: 0.24

Atoms and positions in Å:
C  14.642  3.775  10.030
O  13.219  3.953  10.227
C  12.992  4.515  11.560
C  13.270  5.997  11.586
C  13.579  6.610  12.993
N  12.091  6.716  11.084
H  14.924  2.904  10.622
H  15.360  4.551  10.297
H  14.716  3.462  8.989
H  11.968  4.361  11.900
H  13.636  3.918  12.206
H  13.989  6.266  10.812
H  14.602  6.429  13.323
H  12.870  6.287  13.756
H  13.651  7.676  12.779
H  11.891  6.420  10.140
H  11.261  6.710  11.661
C  1.598  15.730  11.937
O  2.944  15.649  12.052
C  3.567  16.829  11.752
C  5.072  16.687  11.877
C  5.932  17.944  11.796
N  5.512  15.735  10.934
H  1.370  16.350  11.070
H  1.145  16.186  12.817
H  1.225  14.739  11.681
H  3.369  17.237  10.761
H  3.210  17.612  12.422
H  5.184  16.308  12.892
H  6.945  17.573  11.956
H  5.704  18.676  12.571
H  5.856  18.310  10.772
H  6.486  15.542  11.119
H  5.036  14.927  11.310
C  6.598  7.615  11.190
O  7.510  7.925  10.102
C  7.015  8.993  9.299
C  8.091  9.505  8.376
C  7.614  10.713  7.728
N  8.343  8.552  7.282
H  6.439  8.513  11.788
H  7.026  6.875  11.866
H  5.643  7.325  10.754
H  6.215  8.533  8.719
H  6.618  9.719  10.008
H  9.039  9.604  8.903
H  8.348  10.982  6.968
H  7.386  11.598  8.322
H  6.670  10.452  7.250
H  7.475  8.316  6.823
H  8.664  7.724  7.763
C  5.028  2.197  10.216
O  6.129  2.209  11.121
C  7.129  1.126  10.938
C  7.783  1.294  9.617
C  8.923  0.304  9.441
N  8.386  2.614  9.471
H  4.472  1.267  10.339
H  5.266  2.383  9.168
H  4.424  3.015  10.608
H  7.770  1.234  11.813
H  6.479  0.256  11.029
H  7.039  1.021  8.870
H  8.493  -0.620  9.053
H  9.444  -0.040  10.334
H  9.648  0.569  8.671
H  7.966  3.306  10.074
H  9.374  2.481  9.630
C  3.457  10.274  19.283
O  4.743  10.347  18.724
C  5.520  9.146  18.510
C  6.370  9.516  17.318
N  7.192  10.655  17.390
C  8.131  10.624  18.475
C  9.102  9.461  18.630
O  8.394  8.272  19.173
C  8.351  8.082  20.619
H  3.676  9.900  20.283
H  2.689  9.636  18.845
H  3.034  11.231  19.589
H  4.827  8.414  18.094
H  6.089  8.712  19.332
H  5.734  9.576  16.435
H  6.994  8.642  17.130
H  6.627  11.483  17.509
H  7.501  10.799  19.347
H  8.827  11.445  18.303
H  10.042  9.803  19.064
H  9.462  9.121  17.659
H  7.614  7.341  20.928
H  8.048  9.045  21.031
H  9.362  7.851  20.954
C  15.506  8.386  5.490
C  14.385  9.294  4.914
C  13.064  9.063  5.729
O  14.794  10.661  5.111
H  15.757  8.865  6.437
H  16.384  8.381  4.845
H  15.206  7.384  5.796
H  14.194  9.147  3.851
H  13.126  8.219  6.415
H  12.331  8.909  4.936
H  12.759  9.945  6.293
H  14.916  10.873  6.039
C  7.268  2.660  19.625
C  7.798  3.495  18.414
C  7.790  2.695  17.166
O  6.999  4.562  18.240
H  6.256  2.256  19.589
H  7.229  3.335  20.480
H  7.816  1.740  19.829
H  8.819  3.794  18.649
H  6.872  2.124  17.029
H  8.588  1.955  17.232
H  7.920  3.313  16.278
H  7.520  5.326  18.500
C  9.963  14.275  14.141
C  9.722  13.119  13.139
C  10.563  11.808  13.236
O  8.434  12.602  13.347
H  10.914  14.804  14.095
H  9.767  13.973  15.170
H  9.186  15.033  14.040
H  9.934  13.423  12.113
H  10.500  11.175  14.121
H  11.630  11.932  13.050
H  10.172  11.112  12.494
H  8.484  11.957  14.056
C  7.733  12.982  1.576
C  9.235  12.842  1.875
C  9.672  11.410  1.658
O  9.874  13.688  0.944
H  7.688  12.737  0.515
H  7.253  13.949  1.726
H  7.217  12.260  2.208
H  9.572  13.141  2.868
H  9.631  11.135  0.604
H  9.041  10.732  2.233
H  10.697  11.249  1.992
H  10.763  13.819  1.282
C  2.625  14.633  6.794
C  2.663  13.854  5.460
C  1.526  12.916  5.096
O  2.554  14.948  4.505
H  3.466  15.318  6.686
H  2.903  14.016  7.649
H  1.620  14.963  7.058
H  3.600  13.313  5.332
H  0.639  13.548  5.109
H  1.331  12.088  5.778
H  1.709  12.517  4.098
H  3.148  15.612  4.863
C  9.560  17.687  7.269
C  9.316  16.518  6.288
C  7.947  16.669  5.716
O  10.258  16.602  5.294
H  9.560  18.487  6.528
H  10.477  17.560  7.844
H  8.764  17.693  8.013
H  9.397  15.539  6.760
H  7.652  15.747  5.216
H  7.892  17.421  4.929
H  7.219  16.844  6.509
H  10.056  16.054  4.533
C  2.905  7.236  4.415
C  4.169  7.102  3.550
C  4.025  6.952  2.002
O  5.087  8.171  3.909
H  2.195  8.043  4.231
H  3.103  7.224  5.487
H  2.313  6.372  4.115
H  4.694  6.250  3.981
H  3.228  6.292  1.659
H  4.942  6.720  1.461
H  3.595  7.918  1.738
H  5.930  7.851  3.578

Here are the Löwdin charges for atoms 1 to 99, given in e:
1. C -0.11
2. O -0.20
3. C -0.20
4. C -0.43
5. C -0.05
6. N 0.02
7. H 0.08
8. H 0.08
9. H 0.09
10. H 0.12
11. H 0.11
12. H 0.13
13. H 0.07
14. H 0.08
15. H 0.07
16. H 0.07
17. H 0.07
18. C -0.14
19. O -0.16
20. C -0.25
21. C -0.50
22. C -0.05
23. N 0.05
24. H 0.09
25. H 0.10
26. H 0.10
27. H 0.13
28. H 0.13
29. H 0.13
30. H 0.07
31. H 0.08
32. H 0.08
33. H 0.07
34. H 0.08
35. C -0.08
36. O -0.21
37. C -0.22
38. C -0.47
39. C -0.09
40. N 0.04
41. H 0.08
42. H 0.08
43. H 0.08
44. H 0.13
45. H 0.12
46. H 0.15
47. H 0.08
48. H 0.08
49. H 0.09
50. H 0.07
51. H 0.07
52. C -0.11
53. O -0.23
54. C -0.16
55. C -0.47
56. C -0.07
57. N 0.06
58. H 0.08
59. H 0.08
60. H 0.09
61. H 0.13
62. H 0.12
63. H 0.12
64. H 0.07
65. H 0.08
66. H 0.08
67. H 0.07
68. H 0.06
69. C -0.12
70. O -0.21
71. C -0.17
72. C -0.25
73. N -0.07
74. C -0.22
75. C -0.15
76. O -0.26
77. C -0.08
78. H 0.08
79. H 0.09
80. H 0.08
81. H 0.12
82. H 0.10
83. H 0.12
84. H 0.11
85. H 0.11
86. H 0.12
87. H 0.12
88. H 0.12
89. H 0.12
90. H 0.08
91. H 0.08
92. H 0.08
93. C -0.06
94. C -0.44
95. C -0.05
96. O -0.08
97. H 0.07
98. H 0.07
99. H 0.07

=====

Density functional theory data (ωB97M-V with the def2-TZVPD basis set) for a 16-piece molecular cluster, C43H116BN22O23 overall.

Summary:
Frontier orbital gap in eV: 8.23
F_max in eV/Å: 2.4
Calculated total energy in Ha: -4668.4694
ΔE to the lowest compared entry with this formula, charge and spin in kcal/mol: 26.6
2S+1: 1
Net charge: -1
HOMO level in eV: -6.889
E_LUMO in eV: 1.34

Atoms and positions in Å:
O  -7.916  12.997  18.701
C  -8.812  13.778  18.619
O  -10.097  13.503  18.537
B  -10.879  14.750  18.429
O  -9.869  15.866  18.509
C  -8.671  15.317  18.468
O  -7.637  15.911  18.610
O  -11.851  14.679  19.540
C  -13.043  14.821  19.017
O  -14.112  14.806  19.545
C  -12.934  14.937  17.482
O  -11.635  14.885  17.214
O  -13.829  15.052  16.707
C  -18.358  17.273  19.593
C  -17.817  17.962  18.337
C  -16.318  17.973  18.062
O  -15.653  18.914  18.907
C  -14.275  18.603  18.989
N  -18.415  17.274  17.179
H  -19.374  17.579  19.829
H  -17.768  17.400  20.512
H  -18.202  16.196  19.470
H  -18.191  18.990  18.272
H  -16.102  18.273  17.032
H  -15.971  16.936  18.160
H  -13.911  19.367  19.682
H  -13.668  18.630  18.080
H  -14.055  17.679  19.533
H  -19.253  16.787  17.474
H  -17.805  16.523  16.866
C  -17.445  11.401  11.422
C  -16.931  12.346  12.478
C  -15.893  11.800  13.446
O  -15.737  12.629  14.599
C  -15.009  11.938  15.594
N  -16.396  13.567  11.816
H  -16.733  10.630  11.121
H  -17.905  11.863  10.550
H  -18.259  10.802  11.852
H  -17.691  12.712  13.185
H  -14.917  11.593  12.990
H  -16.205  10.827  13.854
H  -14.369  11.142  15.227
H  -15.721  11.562  16.339
H  -14.405  12.601  16.216
H  -16.281  14.266  12.546
H  -17.196  13.937  11.304
C  -5.026  13.088  21.441
C  -4.627  14.492  21.902
C  -3.180  14.506  22.313
O  -3.077  13.602  23.431
C  -1.796  13.335  23.937
N  -4.770  15.394  20.751
H  -4.735  12.235  22.058
H  -4.417  12.793  20.575
H  -6.065  13.086  21.112
H  -5.176  14.885  22.755
H  -2.916  15.490  22.713
H  -2.453  14.065  21.618
H  -1.409  12.592  23.221
H  -1.834  12.893  24.931
H  -1.065  14.146  24.028
H  -3.974  15.354  20.121
H  -5.549  15.104  20.163
C  -7.882  16.437  22.674
C  -9.228  15.762  22.387
C  -10.132  15.394  23.569
O  -11.409  14.877  23.127
C  -11.314  13.562  22.660
N  -9.971  16.523  21.374
H  -7.194  15.809  23.237
H  -8.138  17.297  23.298
H  -7.448  16.727  21.723
H  -9.038  14.794  21.892
H  -10.348  16.248  24.210
H  -9.743  14.574  24.178
H  -11.147  12.828  23.464
H  -10.575  13.350  21.880
H  -12.309  13.310  22.286
H  -9.397  16.841  20.601
H  -10.577  15.878  20.883
C  -10.005  13.368  14.731
C  -11.149  14.065  14.010
C  -10.827  14.385  12.569
O  -9.551  15.000  12.466
C  -9.214  15.602  11.239
N  -12.344  13.241  14.223
H  -9.622  12.535  14.133
H  -10.175  13.012  15.746
H  -9.115  14.007  14.780
H  -11.421  15.027  14.472
H  -11.556  15.080  12.144
H  -10.875  13.464  11.971
H  -9.232  14.853  10.444
H  -8.175  15.924  11.331
H  -9.803  16.507  11.074
H  -13.189  13.768  14.024
H  -12.378  13.126  15.231
C  -15.454  11.884  21.755
C  -16.488  12.501  20.808
C  -17.075  13.790  21.326
O  -18.073  13.640  22.325
C  -19.301  13.183  21.821
N  -15.934  12.681  19.436
H  -14.497  12.410  21.784
H  -15.256  10.847  21.491
H  -15.860  11.997  22.766
H  -17.224  11.703  20.660
H  -17.480  14.444  20.542
H  -16.316  14.449  21.757
H  -20.107  13.388  22.525
H  -19.293  12.095  21.680
H  -19.549  13.647  20.860
H  -15.499  11.792  19.186
H  -15.109  13.272  19.558
C  -7.759  16.773  14.634
C  -6.663  17.841  14.875
C  -5.876  17.530  16.129
O  -4.843  18.452  16.449
C  -5.276  19.710  16.895
N  -5.822  17.833  13.684
H  -8.338  16.386  15.475
H  -7.327  15.920  14.109
H  -8.499  17.213  13.963
H  -7.211  18.768  15.050
H  -5.346  16.572  16.149
H  -6.553  17.510  16.998
H  -5.690  20.295  16.068
H  -4.483  20.301  17.360
H  -5.974  19.635  17.736
H  -5.071  18.523  13.752
H  -5.199  17.024  13.742
C  -14.416  16.871  22.397
C  -13.546  18.014  22.912
C  -14.325  19.147  23.577
O  -15.247  19.826  22.765
C  -16.469  20.114  23.424
N  -12.676  17.386  23.941
H  -13.791  16.079  21.981
H  -15.084  17.187  21.595
H  -14.966  16.390  23.208
H  -12.972  18.424  22.075
H  -13.638  19.878  24.025
H  -14.767  18.634  24.445
H  -16.314  20.668  24.354
H  -16.985  19.182  23.680
H  -17.022  20.646  22.652
H  -12.059  18.128  24.279
H  -12.024  16.826  23.390
C  -8.982  19.891  17.005
O  -8.380  20.413  17.944
N  -9.276  20.530  15.831
N  -9.616  18.676  17.142
H  -9.947  20.181  15.176
H  -8.810  21.403  15.669
H  -9.423  18.190  18.000
H  -9.886  18.212  16.293
C  -15.573  16.544  13.810
O  -14.475  16.368  13.277
N  -16.173  17.774  13.895
N  -16.277  15.525  14.390
H  -15.656  18.531  13.490
H  -16.981  17.917  14.474
H  -17.255  15.644  14.602
H  -15.789  14.665  14.584
C  -18.138  13.950  16.985
O  -18.809  14.241  15.977
N  -18.616  13.367  18.115
N  -16.868  14.336  17.116
H  -17.931  13.106  18.827
H  -19.571  13.078  18.196
H  -16.301  14.750  16.403
H  -16.491  14.100  18.036
C  -5.951  19.232  20.949
O  -6.252  20.303  21.498
N  -4.942  18.377  21.320
N  -6.806  18.663  20.014
H  -4.888  17.473  20.875
H  -4.433  18.658  22.138
H  -6.747  17.726  19.653
H  -7.402  19.334  19.543
C  -9.197  9.553  15.962
O  -10.410  9.653  16.230
N  -8.388  10.637  15.942
N  -8.590  8.365  15.722
H  -8.836  11.507  16.173
H  -7.376  10.641  15.873
H  -9.139  7.530  15.761
H  -7.592  8.421  15.590
C  -4.935  10.398  16.724
O  -5.727  9.910  15.914
N  -5.213  11.510  17.473
N  -3.684  9.886  16.979
H  -4.465  11.902  18.006
H  -6.117  11.950  17.567
H  -3.387  9.031  16.550
H  -3.100  10.346  17.644
C  -12.615  10.517  18.708
O  -13.505  10.850  19.518
N  -12.853  9.790  17.575
N  -11.288  10.785  18.925
H  -12.066  9.447  17.035
H  -13.753  9.350  17.527
H  -11.042  11.223  19.790
H  -10.592  10.477  18.264

Here are the Löwdin charges for atoms 1 to 99, given in e:
1. O 0.13
2. C -0.39
3. O 0.22
4. B -0.90
5. O 0.19
6. C -0.38
7. O 0.12
8. O 0.23
9. C -0.37
10. O 0.13
11. C -0.35
12. O 0.24
13. O 0.17
14. C -0.05
15. C -0.40
16. C -0.20
17. O -0.16
18. C -0.12
19. N 0.03
20. H 0.08
21. H 0.07
22. H 0.05
23. H 0.13
24. H 0.12
25. H 0.12
26. H 0.09
27. H 0.09
28. H 0.07
29. H 0.06
30. H 0.02
31. C -0.07
32. C -0.43
33. C -0.20
34. O -0.22
35. C -0.13
36. N 0.05
37. H 0.08
38. H 0.07
39. H 0.08
40. H 0.14
41. H 0.13
42. H 0.12
43. H 0.08
44. H 0.09
45. H 0.06
46. H 0.03
47. H 0.07
48. C -0.04
49. C -0.40
50. C -0.19
51. O -0.22
52. C -0.13
53. N 0.04
54. H 0.08
55. H 0.07
56. H 0.07
57. H 0.13
58. H 0.13
59. H 0.13
60. H 0.09
61. H 0.08
62. H 0.09
63. H 0.09
64. H 0.07
65. C -0.03
66. C -0.42
67. C -0.16
68. O -0.21
69. C -0.12
70. N 0.09
71. H 0.06
72. H 0.09
73. H 0.05
74. H 0.11
75. H 0.11
76. H 0.12
77. H 0.09
78. H 0.08
79. H 0.08
80. H 0.05
81. H 0.04
82. C -0.05
83. C -0.42
84. C -0.19
85. O -0.22
86. C -0.11
87. N 0.07
88. H 0.09
89. H 0.06
90. H 0.07
91. H 0.13
92. H 0.13
93. H 0.13
94. H 0.09
95. H 0.08
96. H 0.09
97. H 0.06
98. H 0.05
99. C -0.05